Record 1
{"formula": "C27H24CoNO", "method": "wB97M-V/def2-TZVPD", "species": ["Co", "C", "C", "C", "C", "C", "C", "C", "H", "H", "H", "H", "H", "H", "H", "O", "N", "C", "C", "C", "C", "C", "C", "C", "C", "C", "C", "C", "C", "C", "H", "H", "H", "H", "H", "H", "H", "H", "H", "H", "C", "C", "C", "C", "C", "C", "C", "H", "H", "H", "H", "H", "H", "H"], "positions_angstrom": [[1.289, 0.253, -0.316], [1.177, 2.238, -0.398], [1.216, 2.675, -1.830], [0.158, 3.409, -2.392], [0.213, 3.807, -3.731], [1.321, 3.474, -4.517], [2.376, 2.743, -3.963], [2.324, 2.344, -2.624], [0.240, 2.564, 0.103], [2.039, 2.674, 0.150], [-0.706, 3.674, -1.796], [-0.603, 4.373, -4.161], [1.361, 3.783, -5.553], [3.233, 2.486, -4.572], [3.147, 1.777, -2.205], [1.017, -0.384, -1.839], [-0.018, -0.405, 0.888], [-1.255, -0.506, 0.678], [-2.112, -1.073, 1.745], [-1.647, -2.128, 2.540], [-2.459, -2.655, 3.547], [-3.731, -2.128, 3.766], [-4.194, -1.071, 2.983], [-3.386, -0.541, 1.975], [-1.790, -0.053, -0.626], [-1.286, 1.104, -1.233], [-1.793, 1.525, -2.464], [-2.798, 0.790, -3.094], [-3.296, -0.368, -2.497], [-2.792, -0.792, -1.265], [-0.659, -2.551, 2.378], [-2.096, -3.476, 4.160], [-4.360, -2.538, 4.552], [-5.183, -0.656, 3.161], [-3.756, 0.294, 1.386], [-0.506, 1.688, -0.752], [-1.403, 2.425, -2.932], [-3.190, 1.118, -4.053], [-4.072, -0.944, -2.993], [-3.178, -1.706, -0.822], [3.099, -0.283, 0.313], [2.960, -1.324, 1.382], [3.532, -2.598, 1.229], [3.391, -3.556, 2.238], [2.679, -3.250, 3.401], [2.107, -1.984, 3.558], [2.246, -1.023, 2.552], [3.680, -0.663, -0.554], [3.619, 0.608, 0.724], [4.087, -2.849, 0.334], [3.833, -4.537, 2.118], [2.571, -3.993, 4.181], [1.556, -1.748, 4.459], [1.799, -0.045, 2.683]], "lowdin_charge": [0.472, -0.254, -0.296, -0.128, -0.132, -0.145, -0.111, -0.054, 0.043, 0.052, 0.107, 0.086, 0.068, 0.079, 0.102, -0.487, 0.075, -0.362, -0.171, -0.026, -0.110, -0.144, -0.121, -0.047, -0.179, -0.051, -0.075, -0.113, -0.126, -0.054, 0.105, 0.087, 0.077, 0.082, 0.111, 0.012, 0.052, 0.079, 0.075, 0.104, -0.232, -0.323, -0.075, -0.139, -0.164, -0.129, -0.096, 0.035, 0.039, 0.091, 0.072, 0.065, 0.082, 0.091], "orbital_gap_ev": [4.68, 5.18], "lumo_ha": [0.183, 0.183], "e_homo_ev": [0.3, -0.2], "charge": -2, "mol_weight_g_mol": 437.43, "e_above_lowest_kcal_mol": 43.2, "multiplicity": 5}

=====

Record 2
{"formula": "C57H68BrInO3P2", "method": "wB97M-V/def2-TZVPD", "species": ["In", "C", "C", "C", "C", "C", "C", "C", "C", "C", "C", "H", "H", "H", "H", "H", "H", "H", "H", "H", "H", "H", "H", "H", "H", "H", "O", "C", "O", "C", "C", "C", "C", "C", "C", "P", "C", "C", "C", "C", "C", "C", "C", "C", "C", "C", "C", "C", "H", "H", "H", "H", "H", "H", "H", "H", "H", "H", "H", "H", "H", "H", "Br", "C", "C", "C", "C", "C", "C", "C", "C", "C", "C", "H", "H", "H", "H", "H", "H", "O", "P", "C", "C", "C", "C", "C", "C", "C", "C", "C", "C", "C", "C", "C", "C", "C", "C", "C", "C", "H", "H", "H", "H", "H", "H", "H", "H", "H", "H", "H", "H", "H", "H", "H", "H", "H", "H", "H", "H", "H", "H", "H", "H", "H", "H", "H", "H", "H", "H", "H", "H", "H"], "positions_angstrom": [[-0.119, 1.070, -1.084], [0.368, 1.352, -4.194], [-0.954, 1.546, -4.553], [-1.730, 0.404, -4.136], [-0.890, -0.493, -3.526], [0.468, 0.077, -3.578], [1.702, -0.764, -3.706], [-1.210, -1.881, -3.059], [-3.189, 0.245, -4.423], [-1.504, 2.678, -5.357], [1.529, 2.245, -4.512], [1.901, -0.934, -4.772], [1.575, -1.743, -3.251], [2.589, -0.286, -3.296], [-0.460, -2.237, -2.347], [-2.182, -1.919, -2.568], [-1.233, -2.583, -3.899], [-3.369, 0.250, -5.502], [-3.777, 1.057, -3.989], [-3.571, -0.693, -4.021], [-1.562, 2.403, -6.415], [-0.878, 3.566, -5.278], [-2.516, 2.939, -5.038], [1.957, 2.008, -5.491], [2.320, 2.136, -3.767], [1.228, 3.294, -4.524], [-2.943, 4.668, 1.481], [-2.951, 3.476, 1.546], [-2.081, 2.718, 0.792], [-3.842, 2.606, 2.348], [-4.883, 3.072, 3.138], [-5.675, 2.151, 3.801], [-5.443, 0.787, 3.639], [-4.406, 0.327, 2.842], [-3.578, 1.248, 2.217], [-2.099, 1.089, 1.100], [-0.993, 1.218, 2.690], [-0.097, 2.261, 2.865], [0.544, 2.421, 4.087], [0.297, 1.538, 5.125], [-0.561, 0.462, 4.928], [-1.188, 0.295, 3.706], [-3.365, 0.571, -0.267], [-4.262, 1.432, -0.889], [-5.278, 0.909, -1.678], [-5.407, -0.465, -1.841], [-4.497, -1.323, -1.241], [-3.473, -0.800, -0.462], [-5.060, 4.137, 3.212], [-6.486, 2.486, 4.434], [-6.087, 0.073, 4.139], [-4.253, -0.737, 2.707], [0.078, 2.970, 2.066], [1.234, 3.245, 4.225], [0.773, 1.684, 6.087], [-0.741, -0.244, 5.728], [-1.862, -0.542, 3.557], [-4.185, 2.503, -0.744], [-5.988, 1.575, -2.154], [-6.216, -0.865, -2.438], [-4.595, -2.395, -1.369], [-2.753, -1.456, 0.021], [2.278, 2.645, 0.146], [1.826, 4.307, -0.669], [2.681, 5.348, -0.464], [2.397, 6.601, -1.041], [1.270, 6.761, -1.790], [0.369, 5.688, -1.996], [-0.809, 5.879, -2.752], [-1.693, 4.856, -2.922], [-1.422, 3.588, -2.366], [-0.280, 3.333, -1.646], [0.635, 4.401, -1.435], [3.570, 5.210, 0.136], [3.080, 7.425, -0.879], [1.038, 7.721, -2.235], [-0.998, 6.856, -3.181], [-2.599, 5.008, -3.498], [-2.148, 2.796, -2.519], [1.140, -0.471, 1.123], [1.860, -1.795, 1.030], [2.971, -1.765, -0.421], [3.910, -2.958, -0.631], [4.820, -2.709, -1.838], [5.663, -1.421, -1.687], [5.279, -0.640, -0.429], [3.769, -0.432, -0.347], [3.082, -2.050, 2.412], [3.428, -3.494, 2.829], [2.567, -4.073, 3.946], [2.430, -3.100, 5.107], [1.871, -1.769, 4.624], [2.806, -1.129, 3.603], [0.529, -3.032, 0.740], [-0.456, -3.045, 1.915], [-1.796, -3.689, 1.508], [-1.633, -4.628, 0.307], [-0.320, -5.402, 0.410], [0.903, -4.461, 0.333], [2.271, -1.718, -1.257], [3.340, -3.871, -0.802], [4.524, -3.125, 0.259], [4.198, -2.641, -2.732], [5.475, -3.572, -1.970], [5.518, -0.779, -2.559], [6.726, -1.665, -1.650], [5.769, 0.335, -0.428], [5.638, -1.172, 0.457], [3.460, 0.225, -1.160], [3.532, 0.106, 0.573], [3.970, -1.655, 1.905], [4.468, -3.497, 3.171], [3.387, -4.153, 1.959], [3.013, -5.009, 4.289], [1.575, -4.317, 3.564], [3.412, -2.931, 5.562], [1.782, -3.530, 5.875], [1.742, -1.090, 5.462], [0.888, -1.918, 4.168], [3.760, -0.901, 4.091], [2.386, -0.189, 3.240], [0.029, -2.524, -0.096], [-0.607, -2.027, 2.275], [-0.022, -3.621, 2.731], [-2.535, -2.920, 1.275], [-2.188, -4.256, 2.356], [-1.646, -4.057, -0.627], [-2.472, -5.326, 0.265], [-0.262, -6.143, -0.388], [-0.310, -5.951, 1.356], [1.298, -4.461, -0.685], [1.690, -4.844, 0.986]], "lowdin_charge": [0.906, -0.290, -0.227, -0.226, -0.279, -0.312, -0.056, -0.046, -0.026, -0.038, -0.026, 0.099, 0.058, 0.063, 0.052, 0.050, 0.091, 0.086, 0.065, 0.065, 0.089, 0.071, 0.072, 0.084, 0.075, 0.074, 0.154, -0.460, -0.221, -0.140, 0.005, -0.068, -0.063, -0.063, -0.223, 0.946, -0.271, -0.097, -0.070, -0.093, -0.099, -0.111, -0.306, -0.073, -0.085, -0.097, -0.092, -0.129, 0.124, 0.103, 0.105, 0.107, 0.080, 0.106, 0.102, 0.106, 0.097, 0.113, 0.109, 0.106, 0.107, 0.075, 0.883, -0.558, -0.136, -0.083, -0.038, -0.162, -0.036, -0.079, -0.148, -0.193, -0.221, 0.095, 0.103, 0.111, 0.111, 0.107, 0.083, -0.425, 0.824, -0.334, -0.191, -0.172, -0.181, -0.196, -0.225, -0.313, -0.182, -0.199, -0.195, -0.199, -0.176, -0.335, -0.181, -0.176, -0.198, -0.179, -0.175, 0.090, 0.096, 0.103, 0.103, 0.107, 0.107, 0.104, 0.115, 0.106, 0.079, 0.059, 0.094, 0.122, 0.084, 0.114, 0.087, 0.117, 0.111, 0.101, 0.096, 0.124, 0.099, 0.102, 0.080, 0.091, 0.077, 0.112, 0.103, 0.111, 0.108, 0.113, 0.102, 0.094], "orbital_gap_ev": [5.57, 5.63], "lumo_ha": [-0.033, -0.024], "e_homo_ev": [-6.5, -6.3], "mol_weight_g_mol": 1057.84, "e_above_lowest_kcal_mol": 82.2}